11
Properties=species:S:1:pos:R:3:mulliken_spin:R:1 method="wB97M-V/def2-TZVPD" energy_ha=-3108.120026 e_homo_ev="-6.3 / -9.6" orbital_gap_ev="6.6730 / 6.7820" multiplicity=3 mol_weight_g_mol=174.97 s_squared=2.031 lumo_energy_ev="0.412 / -2.824"
C 0.327 0.392 0.916 0.44
C -0.978 0.667 0.486 -0.16
C 1.247 -0.401 0.348 0.02
C 1.122 -1.047 -0.891 0.27
C -1.548 0.164 -0.600 0.39
P -0.253 -0.905 -1.888 0.96
Br -3.202 0.942 -1.131 0.04
H 0.627 0.955 1.822 0.03
H -1.610 1.340 1.228 0.00
H 2.259 -0.417 0.888 0.01
H 2.010 -1.689 -1.177 -0.01

---

14
Properties=species:S:1:pos:R:3:mulliken_charge:R:1 method="wB97M-V/def2-TZVPD" de_lowest_ev=0.000 energy_ha=-1338.978434 e_homo_ev=-8.6 orbital_gap_ev=8.8661 mol_weight_g_mol=182.99 lumo_energy_ev=0.259
O 0.210 -1.951 0.410 -0.45
C -0.534 -0.821 0.329 0.63
O -1.877 -1.029 0.601 -0.48
O -0.079 0.104 1.346 -0.38
C 0.770 1.116 1.075 -0.42
C 1.014 1.498 -0.149 0.61
Cl 2.197 2.727 -0.339 -0.22
C 0.451 0.911 -1.325 -0.55
C -0.387 -0.131 -1.118 0.13
Cl -1.298 -0.880 -2.474 -0.20
H -0.306 -2.487 0.947 0.31
H -1.981 -1.875 1.091 0.34
H 1.379 1.435 1.936 0.34
H 0.442 1.385 -2.328 0.35

---

11
Properties=species:S:1:pos:R:3:mulliken_charge:R:1 method="wB97M-V/def2-TZVPD" de_lowest_ev=0.000 energy_ha=-707.824038 e_homo_ev=-9.9 orbital_gap_ev=9.6646 mol_weight_g_mol=113.55 lumo_energy_ev=-0.186
C 0.342 0.960 1.597 -0.85
C 0.293 0.851 0.269 0.64
Cl 0.739 2.180 -0.739 -0.21
C -0.145 -0.402 -0.455 0.45
C -0.200 -0.544 -1.783 -0.88
C -0.514 -1.494 0.390 0.07
N -0.805 -2.383 1.081 -0.41
H 0.671 1.871 2.076 0.27
H 0.070 0.149 2.226 0.32
H 0.074 0.285 -2.436 0.26
H -0.524 -1.473 -2.226 0.33

---

14
Properties=species:S:1:pos:R:3:mulliken_spin:R:1 method="wB97M-V/def2-TZVPD" de_lowest_ev=0.631 energy_ha=-1874.243221 e_homo_ev="-26.9 / -26.9" orbital_gap_ev="9.2475 / 5.8195" multiplicity=6 mol_weight_g_mol=187.02 s_squared=8.764 lumo_energy_ev="-17.624 / -21.048" charge=+4
C 1.196 1.860 -2.667 1.54
C 1.328 2.263 -1.530 0.40
H 1.504 2.590 -0.516 0.02
H 1.390 0.124 -1.575 0.02
O -0.293 -0.129 -0.088 0.01
C 0.477 -1.147 -0.481 0.04
O 0.310 -2.276 -0.042 0.12
O 1.349 -0.838 -1.359 0.02
Co 0.916 -3.909 -0.117 2.84
C -1.479 0.462 1.568 0.00
C -1.514 -0.392 0.587 0.00
O -1.472 0.952 2.682 0.00
H -1.854 -1.418 0.773 0.00
H -1.857 1.857 2.766 0.00